Computed, not measured: one molecule with the formula C4H2F2O at a distorted geometry, with the ωB97M-V functional and the def2-TZVPD basis.

For the largest force on an atom, the calculation gives 8.185 eV Å⁻¹. The HOMO-LUMO gap (spin up / spin down) is 6.82 / 8.58 eV. As for the total energy: -11653.782 eV. As for the charge: 0. As for the highest occupied orbital energy (spin up / spin down): -6.48 / -11.21 eV. As for the multiplicity: 3.

Each line ends with the Löwdin charge.
Element x y z (Å)
C (1.6186, 0.3575, -0.6502)  0.2241
C (0.3684, 0.6553, -0.9574)  -0.0070
C (-0.9640, 0.4342, -0.7316)  -0.1693
C (0.7723, -0.1314, 0.3903)  -0.6072
O (0.6620, -1.3921, 0.5870)  0.1571
F (-1.6889, 1.4816, -0.2701)  0.0264
F (0.8137, 0.6528, 1.5767)  0.0493
H (-1.6430, -0.4004, -1.2495)  0.1729
H (0.0610, -1.6576, 1.3047)  0.1538

Computed, not measured: one molecule with the formula C4H2F2O at a distorted geometry, with the ωB97M-V functional and the def2-TZVPD basis.

For the largest force on an atom, the calculation gives 6.924 eV Å⁻¹. The HOMO-LUMO gap (spin up / spin down) is 6.31 / 8.99 eV. As for the total energy: -11657.554 eV. As for the charge: 0. As for the highest occupied orbital energy (spin up / spin down): -5.68 / -11.24 eV. As for the multiplicity: 3.

Each line ends with the Löwdin charge.
Element x y z (Å)
C (1.0242, 0.5140, 0.0386)  -0.0696
C (0.2571, -0.7575, -0.0264)  0.0167
C (0.4793, 1.6664, 0.0844)  -0.2620
C (-1.0578, -0.8708, 0.0902)  -0.2870
O (0.0130, 2.7293, 0.0852)  0.1391
F (-1.6093, -2.0862, 0.1747)  0.1326
F (-1.9569, 0.1163, -0.1027)  0.1457
H (2.0830, 0.3055, -0.2998)  0.1091
H (0.7674, -1.6170, -0.0443)  0.0753

Computed, not measured: one molecule with the formula C4H2F2OS at a distorted geometry, with the ωB97M-V functional and the def2-TZVPD basis.

For the largest force on an atom, the calculation gives 3.758 eV Å⁻¹. The HOMO-LUMO gap is 9.05 eV. As for the total energy: -22495.928 eV. Its SMILES is Fc1cc(F)c(S)o1. As for the charge: 0. As for the highest occupied orbital energy: -8.50 eV. As for the multiplicity: 1.

Each line ends with the Löwdin charge.
Element x y z (Å)
C (-0.8034, -0.4477, -0.0940)  -0.5272
C (1.3650, -0.6597, -0.1630)  -0.3350
C (1.1897, 0.7100, 0.0464)  0.0963
C (-0.2343, 0.7555, 0.0864)  -0.3000
H (-2.9526, -0.0209, 0.2300)  -0.1664
H (1.8653, 1.5295, 0.2630)  0.1290
O (0.2493, -1.3754, -0.1157)  0.0671
F (2.5259, -1.2998, -0.0372)  0.1245
F (-0.7522, 1.9781, -0.1793)  0.0579
S (-2.4527, -1.1696, -0.0369)  0.8539

Computed, not measured: C4H2F3NO2S2 as an isolated structure at a distorted geometry, with the ωB97M-V functional and the def2-TZVPD basis.

For the largest force on an atom, the calculation gives 3.871 eV Å⁻¹. The HOMO-LUMO gap is 9.22 eV. As for the total energy: -39585.169 eV. As for the charge: 0. As for the highest occupied orbital energy: -10.22 eV. As for the multiplicity: 1.

Each line ends with the Löwdin charge.
Element x y z (Å)
C (-1.5421, -1.9614, 0.4247)  -0.2339
C (-1.0843, -2.0003, 1.6936)  -0.4120
C (-0.6407, 0.0125, 0.5676)  -0.5247
C (1.5895, 1.0273, -1.4252)  -0.6647
N (-1.1699, -0.8208, -0.2541)  -0.0055
O (-0.5133, 2.8240, -0.9184)  -0.3068
O (1.2583, 2.5059, 0.8312)  -0.3454
F (1.1546, 1.1428, -2.6830)  0.1430
F (2.7554, 1.6316, -1.3590)  0.1655
F (1.6156, -0.2830, -1.0684)  0.1169
S (-0.3495, -0.5105, 2.1935)  1.0122
S (0.4150, 1.9358, -0.2534)  0.8509
H (-2.1443, -2.6463, -0.1391)  0.1069
H (-1.3444, -2.8576, 2.3900)  0.0978

Computed, not measured: one molecule with the formula C4H2F6N2S at a distorted geometry, with the ωB97M-V functional and the def2-TZVPD basis.

For the largest force on an atom, the calculation gives 3.965 eV Å⁻¹. The HOMO-LUMO gap is 8.85 eV. As for the total energy: -34296.644 eV. Its SMILES is FC1=CN(S)C(F)(F)C(F)(F)N1F. As for the charge: 0. As for the highest occupied orbital energy: -8.90 eV. As for the multiplicity: 1.

Each line ends with the Löwdin charge.
Element x y z (Å)
C (0.7090, -0.4590, 0.8669)  -0.0800
C (1.8538, -1.0529, 1.1958)  -0.3045
C (1.6345, -0.0513, -1.3598)  -0.4990
C (2.3983, -1.3821, -1.0289)  -0.4347
N (0.4427, -0.0706, -0.4354)  -0.3173
N (2.9113, -1.2790, 0.3103)  0.1236
F (2.0414, -1.6323, 2.3528)  0.1424
F (1.1700, -0.0006, -2.6219)  0.1238
F (2.4065, 1.0259, -1.0984)  0.1257
F (3.3924, -1.7675, -1.8011)  0.1897
F (1.3849, -2.3356, -1.0772)  0.1100
F (3.6373, -2.5359, 0.5475)  0.0176
S (-0.5708, 1.4412, -0.7537)  0.7897
H (0.0835, -0.1995, 1.5937)  0.0872
H (-1.5678, 0.7187, -1.5060)  -0.0741

Computed, not measured: one molecule with the formula C4H2FNO at a distorted geometry, with the ωB97M-V functional and the def2-TZVPD basis.

For the largest force on an atom, the calculation gives 8.824 eV Å⁻¹. The HOMO-LUMO gap is 8.54 eV. As for the total energy: -10432.015 eV. Its SMILES is N#C/C=C(/F)C=O. As for the charge: 0. As for the highest occupied orbital energy: -10.42 eV. As for the multiplicity: 1.

Each line ends with the Löwdin charge.
Element x y z (Å)
C (-0.6593, 0.1870, 0.0614)  -0.2116
C (0.0529, 0.4878, 1.3967)  -0.1312
C (0.0492, -0.2240, -1.1285)  -0.0186
C (1.2376, -0.9076, -1.2762)  -0.2334
H (1.0546, -0.2638, 1.5228)  0.1839
H (-0.5579, -0.5643, -1.8928)  0.0947
N (2.2276, -1.5232, -1.6509)  0.1492
O (-0.3676, 1.2726, 2.3008)  0.0303
F (-1.9147, 0.4500, -0.0890)  0.1368

Per-record energy relative to the best compared isomer or geometry (same formula, charge and spin), kJ/mol: 363.93 0.00 58.43 0.00 91.88 167.92